(1)
Entry from OMol25: an isolated ion of composition C4H11N2S and charge -2 (ωB97M-V/def2-TZVPD).

Structure (XYZ):
```
18
Properties=species:S:1:pos:R:3:forces:R:3
C -0.653492 -1.786233 0.443711 -1.6374 1.5044 -0.1011
N -0.513869 -0.320820 0.396740 2.4790 0.5337 0.4077
C 0.561449 0.132865 -0.524280 -1.4757 -0.8297 -0.3826
C 0.326780 1.572454 -0.965894 0.9479 0.5098 0.0770
S 1.713834 2.221172 -2.011572 -0.3205 -0.0566 0.0905
C -1.660606 -2.165280 1.536976 -0.0222 1.2186 -0.0717
N -1.104334 -1.710389 2.818037 0.9358 -0.3983 -0.5645
H 0.339764 -2.168391 0.650112 0.1301 -0.3146 -0.1650
H -1.059848 -2.055119 -0.542807 0.3318 -0.8420 0.0011
H -1.254228 0.333201 0.254043 -1.2786 -0.7076 0.0286
H 1.535363 -0.091986 -0.087640 0.1226 0.4569 -0.0403
H 0.467153 -0.486139 -1.442580 0.3988 0.1565 0.0971
H -0.623301 1.678432 -1.497875 0.0073 -0.3993 -0.1687
H 0.211758 2.238238 -0.105297 0.1659 -0.1592 0.2413
H -2.536618 -1.530470 1.289211 -0.2309 -0.6779 0.0565
H -1.911643 -3.223618 1.493177 -0.0386 -0.0616 0.2498
H -1.728514 -1.674620 3.616380 -0.4988 -0.0646 -0.3435
H -0.776368 -0.780404 2.569433 -0.0165 0.1314 0.5880
```
Forces are in eV/Å.

Relative energy (zero: lowest compared OMol25 entry of this formula, charge and spin): 10.5 kcal per mole
Total charge: -2
E_tot: -666.5673 a.u.
HOMO (alpha / beta): 3.7 / -0.3 eV
LUMO level (alpha / beta): 5.7 / 5.7 eV
Frontier orbital gap (alpha / beta): 2.021 / 6.010 eV
Expectation value of S²: 0.751
Spin multiplicity: 2

Taken from the Mulliken analysis, the atomic charges in e are: C -0.72; N -0.15; C -0.58; C -0.97; S -0.73; C -3.33; N -0.69; H 0.37; H 0.78; H 0.36; H 0.24; H 0.19; H 0.30; H 0.28; H 0.27; H 1.38; H 0.61; H 0.39

***

(2)
Entry from OMol25: C39H47BBrCsN8O2 as an isolated structure (ωB97M-V/def2-TZVPD).

Structure (XYZ):
```
99
Properties=species:S:1:pos:R:3:forces:R:3
Cs -0.036055 -0.201711 -1.941429 -0.4887 0.1794 -0.9510
C 0.483181 1.384937 3.674111 -0.2519 -0.0220 1.0142
C 0.426363 0.172179 4.627662 -0.1160 -0.9578 -0.9409
C -0.773717 0.166267 5.559440 -0.0591 0.4518 0.4213
C 0.318992 -1.128933 3.826002 0.0232 -0.1532 -0.7246
C 0.321270 -2.503180 4.240489 0.3411 0.9624 -0.1004
C 0.085606 -3.210338 3.080698 -0.3014 0.6928 -0.8340
N -0.089294 -2.299583 2.037900 0.4309 -1.3551 1.2940
N 0.085536 -1.042124 2.520257 -0.2357 -0.6083 0.2044
B -0.370027 -2.472270 0.489449 0.5641 0.0705 0.1063
N 0.841998 -3.211285 -0.258340 0.0426 -0.5264 0.2140
C 1.310815 -4.464048 0.013904 0.5038 0.4868 -0.6053
C 2.411720 -4.708871 -0.824903 -0.6922 0.5465 0.2333
C 2.531450 -3.526243 -1.598903 -0.2803 1.0840 0.2589
N 1.574849 -2.637237 -1.265992 0.3758 -1.1773 0.8559
C 3.641372 -3.103927 -2.587501 -1.3686 -1.4934 0.7097
C 4.943934 -2.877631 -1.834898 -0.0147 0.8595 -0.1405
C 3.191470 -1.977438 -3.505240 0.0597 -0.3232 -0.1120
N -1.702177 -3.214744 0.146805 -0.1463 -0.0929 0.0446
C -2.057869 -4.518072 0.343238 -0.0911 0.6814 -0.1120
C -3.385434 -4.651321 -0.013015 -0.4967 0.4688 -0.1419
C -3.784411 -3.343902 -0.429355 0.7710 0.1539 -0.1166
N -2.749491 -2.493677 -0.359474 -0.0347 -1.1756 0.7956
C -5.120796 -2.826185 -0.953390 1.2201 -0.2651 -0.1510
C -5.508701 -1.568957 -0.178219 -0.3768 -0.3649 -0.3828
C -6.147277 -3.942533 -0.932701 -0.2885 0.2447 -0.5757
H 0.523336 2.310570 4.259957 0.0650 -0.0365 0.0556
H 1.367141 1.339954 3.049219 -0.0231 -0.0561 -0.2807
H -0.421601 1.442280 3.069900 0.1470 -0.1394 -0.1840
H 1.345613 0.113874 5.214306 0.0672 0.1770 0.1286
H -1.709477 0.157878 4.999286 0.0299 -0.0753 -0.0849
H -0.745476 -0.708062 6.207755 -0.0832 -0.1445 -0.0370
H -0.791445 1.035900 6.213766 0.0264 0.2722 0.0821
H 0.563497 -2.851567 5.243326 -0.2281 -0.1416 -0.3827
H 0.025152 -4.295680 2.957228 -0.0416 0.5697 -0.1859
H -0.438847 -1.315369 0.204013 -0.1625 -0.6925 -0.0492
H 0.845967 -5.092681 0.782133 0.3182 0.3741 -0.4239
H 3.035533 -5.592716 -0.886826 -0.1635 0.1191 0.1003
H 3.779822 -4.014346 -3.198805 0.0821 0.2853 -0.1027
H 4.902428 -1.929264 -1.280609 -0.0487 -0.2539 0.0345
H 5.181759 -3.695946 -1.158586 -0.0583 -0.0554 0.0518
H 5.746763 -2.772514 -2.559508 0.3159 -0.0228 -0.1094
H 3.079898 -1.014850 -3.021810 0.0071 0.1084 0.3857
H 3.961558 -1.856432 -4.258302 0.1112 0.1446 -0.4057
H 2.237946 -2.230787 -3.984798 0.2309 0.0840 0.0521
H -1.366908 -5.273248 0.715690 -0.1831 0.4047 -0.1370
H -4.007953 -5.542782 0.017556 0.2990 0.2276 0.0143
H -4.920314 -2.522610 -1.993894 -0.2161 -0.1159 0.1546
H -5.675235 -1.808655 0.864724 0.0437 0.0085 0.3568
H -4.719570 -0.834588 -0.268807 0.1552 0.1269 0.1112
H -6.429213 -1.148505 -0.579987 -0.1682 0.1128 -0.0636
H -6.304045 -4.306645 0.066128 -0.1498 -0.1162 0.6481
H -7.104103 -3.599596 -1.335356 -0.0372 0.0090 0.0665
H -5.835372 -4.799932 -1.531102 0.1226 0.0801 -0.0815
O 4.203830 0.917862 -1.363661 0.3255 -0.2893 0.1811
C 4.677059 1.948567 -1.986624 0.5539 0.0246 0.6564
C 6.066098 2.053862 -2.178895 0.0188 -0.5113 0.0066
C 6.582561 3.133501 -2.837397 0.6621 0.4497 -0.3292
C 5.760447 4.149826 -3.335408 0.4122 0.4417 -0.3646
C 4.391769 4.064628 -3.143351 0.3190 0.0819 0.1486
C 3.858940 3.022288 -2.417839 -0.1133 -0.2833 -0.1058
C 2.397264 2.895128 -2.143508 -1.0870 0.0495 -0.9571
O 2.045004 1.580063 -1.948791 -0.2328 0.6860 -0.0956
N 2.015264 3.740509 -1.013807 -0.4446 0.4197 0.8445
N 0.753505 3.674792 -0.593290 1.2063 1.5130 2.7737
C 0.520024 4.238150 0.606069 0.1215 -1.1778 -3.1601
C -0.814025 4.251022 1.132648 0.3000 1.5909 2.2160
Br -2.208754 3.566133 0.033904 0.4862 0.0399 0.3946
C -0.950494 4.881984 2.373340 -0.3526 -1.5453 -2.5975
C -2.075015 4.977770 3.240980 -1.3115 0.6112 0.9885
C -1.957096 5.860466 4.346670 0.6419 -0.1437 -0.6151
C -2.955263 6.043163 5.262445 -1.2499 -0.5453 0.0681
C -4.189779 5.364542 5.114537 0.5441 0.3745 -0.1623
C -4.347929 4.545426 4.000541 -0.2460 -0.2758 0.0742
C -3.307482 4.321838 3.090791 -0.0252 0.0000 0.0435
H 2.988180 1.127237 -1.587505 -0.4042 -0.2893 0.0955
H 6.663831 1.212263 -1.807877 -0.0925 0.4583 -0.1906
H 7.662795 3.180788 -2.990514 -0.1989 0.1194 -0.0079
H 6.180381 5.004351 -3.875050 -0.0556 -0.3559 0.1404
H 3.734996 4.817720 -3.561563 -0.0857 0.1121 0.0609
H 1.784862 3.345097 -2.959922 0.3696 -0.5116 -0.0739
H 2.726666 4.253963 -0.479162 -0.4040 -0.5319 -0.1376
H 1.304334 4.738005 1.199385 -0.2399 -0.3928 -0.3170
H -0.084696 5.398717 2.743559 0.5245 -0.1229 -0.0385
H -1.024526 6.424637 4.438980 -0.2316 -0.1949 0.0922
H -2.811045 6.716649 6.086702 0.0542 0.1908 0.2711
H -5.005496 5.504826 5.836542 0.4198 -0.0560 -0.3709
H -5.316354 4.050945 3.843018 0.5029 0.1186 0.0397
H -3.440141 3.638540 2.251138 -0.1215 0.2634 0.4574
C -0.244061 -1.095425 -5.314971 0.0605 0.5698 -0.4774
C -1.340269 -0.223317 -5.097306 -0.2255 -0.4381 0.2094
C -2.286176 -0.926964 -4.299939 0.4472 0.0072 -0.3356
C -1.757059 -2.208204 -4.039752 -0.3191 -0.2877 0.0047
C -0.505780 -2.321753 -4.686693 -0.2683 -0.1650 0.2128
H 0.629281 -0.845462 -5.918537 -0.1363 -0.1150 0.1640
H -1.477142 0.770249 -5.517753 0.1338 -0.1052 0.1250
H -3.257514 -0.569071 -3.984323 0.0013 0.0734 0.0837
H -2.254248 -2.987561 -3.455820 0.2043 0.2267 -0.1531
H 0.093093 -3.230605 -4.745182 -0.0114 0.2947 0.1595
```
Forces are in eV/Å.

Relative energy (zero: lowest compared OMol25 entry of this formula, charge and spin): 0.0 kcal per mole
Total charge: -2
E_tot: -4721.9132 a.u.
HOMO (alpha / beta): -1.4 / -1.4 eV
LUMO level (alpha / beta): 3.6 / 3.6 eV
Frontier orbital gap (alpha / beta): 5.036 / 5.037 eV

Taken from the Mulliken analysis, the atomic charges in e are: Cs 1.38; C -1.50; C 0.92; C -1.49; C -0.03; C -1.18; C -0.25; N 0.74; N -0.57; B 0.11; N 0.43; C 0.04; C -1.65; C -0.25; N -0.14; C 0.92; C -1.43; C -0.72; N 1.31; C -0.57; C -0.85; C -0.25; N -0.71; C 1.44; C -1.44; C -1.79; H 0.46; H 0.39; H 0.23; H 0.23; H 0.29; H 0.39; H 0.43; H 0.38; H 0.31; H -0.71; H 0.25; H 0.43; H 0.19; H 0.24; H 0.41; H 0.38; H -0.25; H 0.48; H 0.03; H 0.22; H 0.41; H 0.05; H 0.31; H 0.37; H 0.40; H 0.36; H 0.42; H 0.37; O -0.78; C 0.36; C -0.59; C -0.28; C -0.66; C -0.24; C -0.07; C -0.22; O -0.54; N 0.15; N -0.36; C -0.30; C 0.41; Br -0.13; C -0.61; C 1.30; C -0.60; C -0.47; C -0.42; C -0.70; C -0.45; H 0.23; H 0.37; H 0.33; H 0.33; H 0.41; H 0.14; H 0.44; H 0.19; H 0.11; H 0.27; H 0.37; H 0.34; H 0.32; H 0.20; C -0.30; C -0.91; C -0.28; C -0.04; C -0.94; H 0.31; H 0.34; H 0.33; H 0.30; H 0.38